Record 1
114
Properties=species:S:1:pos:R:3:forces:R:3 method="wB97M-V/def2-TZVPD" relative_energy_ev=0.0000 homo_lumo_gap_ev=9.07 charge=0 homo_ha=-0.3257 fmax_ha_per_bohr=0.0898
N -0.4097 0.1155 1.9918 0.719 -3.186 -1.159
H 0.4180 -0.1451 2.5276 -0.202 -0.207 -0.376
H -0.0375 0.5192 1.1059 -0.247 -0.063 0.735
H -0.9022 0.7799 2.5945 -0.589 -2.132 -0.897
H -0.8978 -0.7768 1.7463 -0.296 0.367 0.258
B 0.8120 0.8086 -0.5867 0.335 -0.635 -0.099
H 1.2838 -0.1457 -0.1571 0.653 -1.266 1.155
H -0.1092 0.4566 -1.1606 -1.605 -0.327 -0.718
H 0.5522 1.5810 0.2127 -0.377 1.204 0.913
H 1.6059 1.2028 -1.2933 0.951 0.839 -1.475
C -6.1534 3.3996 1.6651 -0.354 0.558 -0.103
O -5.2376 2.3572 1.8403 0.335 -0.291 0.204
C -4.4990 1.9639 0.6980 0.510 -0.568 0.027
C -3.4083 0.9451 1.1227 -0.812 -0.047 -0.023
N -2.5924 1.3629 2.2792 -0.751 1.001 0.036
C -1.6019 2.4039 1.9299 -1.244 0.739 -0.740
C -0.6151 2.7154 3.0414 0.053 1.586 -0.270
O 0.3044 1.6581 3.2378 2.028 3.264 2.563
C 1.3933 2.1056 4.0399 0.353 -0.526 0.972
H -5.6516 4.3291 1.3778 0.073 0.080 0.128
H -6.6915 3.5347 2.6027 0.284 0.079 0.139
H -6.9465 3.2463 0.9237 0.255 -0.534 -0.269
H -3.9937 2.7919 0.1912 -0.294 0.392 0.074
H -5.1758 1.4722 -0.0040 0.142 0.009 -0.263
H -2.8235 0.6984 0.2362 0.340 0.326 0.093
H -3.9080 -0.0001 1.3378 0.021 0.051 0.429
H -3.2379 1.8838 2.8666 -0.222 -0.495 0.364
H -2.1717 3.3056 1.6787 0.458 0.351 0.114
H -1.1130 2.1105 0.9978 0.075 0.324 0.249
H -1.0799 3.0753 3.9682 -0.404 -0.831 0.215
H -0.0828 3.6423 2.7850 0.267 -0.222 -0.566
H 2.0934 1.2903 4.2294 -0.018 -0.243 -0.701
H 1.1088 2.3355 5.0713 -0.528 0.485 -0.155
H 1.9380 2.9387 3.5989 -0.133 0.052 -0.117
C 5.5336 1.4398 2.9742 0.182 -1.057 -0.538
O 5.5614 0.0146 3.0587 -0.499 -0.686 0.087
C 6.7918 -0.5565 2.6636 0.854 0.325 0.339
C 6.9153 -2.0170 3.1049 -0.489 -0.584 0.463
N 5.8261 -2.8920 2.6534 -0.201 0.236 -0.647
C 5.9392 -3.3187 1.2555 -0.195 -0.620 0.309
C 4.5511 -3.5677 0.6942 -0.921 -0.468 0.733
O 3.6317 -2.4874 0.9295 0.338 0.171 -0.527
C 3.8470 -1.4704 -0.0583 0.192 -0.487 0.062
H 4.4825 1.7197 2.9426 0.073 0.175 -0.146
H 6.0499 1.6636 2.0384 -0.195 0.816 0.074
H 6.0133 1.9119 3.8347 0.169 -0.025 -0.051
H 7.5568 0.1019 3.0919 0.466 -0.493 0.225
H 7.0115 -0.5194 1.5879 -0.673 0.227 -0.279
H 6.9601 -2.1289 4.1902 -0.081 0.427 0.080
H 7.8263 -2.5086 2.7573 0.250 0.531 -0.188
H 4.9488 -2.3812 2.6796 0.042 0.110 0.395
H 6.3778 -4.3196 1.1669 0.455 0.097 0.244
H 6.5745 -2.6480 0.6690 -0.254 0.124 -0.266
H 4.0591 -4.4030 1.2009 0.389 0.056 0.664
H 4.5926 -4.0087 -0.3080 -0.027 1.016 -0.555
H 4.9148 -1.2383 -0.0834 0.043 -0.138 -0.502
H 3.3637 -0.5192 0.1465 -0.400 -0.408 0.502
H 3.4310 -1.9139 -0.9647 0.420 0.596 -0.511
C -5.1898 -5.3904 -1.7920 -0.669 -0.053 0.573
O -4.7437 -4.1335 -1.3049 0.935 0.151 -1.150
C -4.9704 -3.1291 -2.2864 -1.469 0.675 -0.311
C -5.1125 -1.7502 -1.6185 1.050 -0.583 0.491
N -3.8624 -1.0839 -1.2167 -0.767 0.171 -0.684
C -2.9698 -0.8079 -2.3440 -0.003 0.821 0.262
C -3.4118 0.3484 -3.2782 -0.638 -0.862 0.320
O -3.4066 1.6113 -2.6653 -0.289 0.784 0.247
C -4.2075 2.5805 -3.3798 0.031 -0.829 0.509
H -6.2749 -5.2757 -1.8773 -0.129 -0.629 0.159
H -4.8852 -6.1347 -1.0570 -0.333 -0.006 0.050
H -4.8599 -5.7585 -2.7691 0.588 0.661 -0.080
H -5.9544 -3.2719 -2.7564 -0.277 -0.382 0.289
H -4.3419 -3.1903 -3.1791 0.761 -0.016 0.436
H -5.6896 -1.9624 -0.7164 -0.054 0.208 0.067
H -5.7193 -1.0846 -2.2314 0.137 -0.006 -0.166
H -3.4005 -1.6188 -0.4911 0.133 0.021 -0.105
H -2.8298 -1.6980 -2.9632 0.212 0.073 -0.228
H -2.0033 -0.5158 -1.9346 0.171 -0.157 -0.001
H -4.4502 0.1795 -3.5891 0.100 -0.296 -0.362
H -2.7482 0.3398 -4.1492 -0.072 0.017 -0.096
H -4.0216 2.5225 -4.4516 0.076 0.099 -0.045
H -3.9874 3.5776 -3.0083 0.277 -0.066 0.016
H -5.2552 2.3590 -3.1660 -0.151 0.026 -0.179
C -0.8540 -3.1333 0.8188 -1.204 0.167 1.100
O -1.4610 -2.2607 1.4843 0.333 -0.830 -1.194
N 0.4725 -3.2951 0.8543 0.393 0.401 0.108
N -1.5089 -4.0614 0.0940 -0.956 -0.313 -0.413
H 1.0317 -2.5253 1.1837 0.383 -0.368 -0.038
H 0.8765 -4.0982 0.4122 0.470 0.236 -0.040
H -1.0329 -4.8054 -0.3816 0.073 0.071 -0.055
H -2.5216 -4.0605 0.0257 0.301 0.162 0.134
C 1.0806 -1.6733 -3.5679 0.652 0.035 0.664
O 1.2813 -2.5830 -4.3564 -0.415 -0.101 -0.009
N 1.3169 -0.3646 -3.8714 0.079 -0.009 -0.658
N 0.7367 -1.8618 -2.2467 0.085 0.537 -0.761
H 1.4590 -0.1477 -4.8425 0.002 0.003 0.068
H 1.0509 0.3735 -3.2552 -0.199 0.296 0.218
H 0.6637 -1.0322 -1.6381 -0.157 -1.292 -0.193
H 0.5271 -2.8140 -2.0163 -0.082 0.160 0.448
C 3.6507 3.2215 0.3824 1.276 2.634 -0.276
O 4.5284 4.0882 0.5045 -0.380 -1.151 0.286
N 2.4325 3.3118 0.9130 -1.451 -0.874 0.483
N 3.7407 2.1769 -0.4558 1.336 -1.021 -0.763
H 1.8151 2.5854 0.5708 -0.500 0.548 0.631
H 2.1409 3.9856 1.5882 0.194 0.312 -0.111
H 4.6746 2.0096 -0.7938 -0.173 -0.160 -0.134
H 3.0497 1.4400 -0.4818 0.306 0.173 -0.024
C -0.2110 3.4210 -3.3341 -1.897 0.577 1.172
O -0.8270 4.1816 -4.0842 0.791 -0.581 -0.215
N 1.1270 3.3616 -3.1978 1.218 0.391 -0.861
N -0.8841 2.6551 -2.4135 0.096 -0.268 0.169
H 1.5953 2.7567 -2.5549 -0.056 -0.167 0.284
H 1.6988 3.9635 -3.7656 -0.166 -0.010 0.021
H -1.8852 2.4935 -2.5374 0.683 0.042 0.034
H -0.3983 2.0629 -1.7335 -0.369 0.507 -0.793


Record 2
9
Properties=species:S:1:pos:R:3:forces:R:3 method="wB97M-V/def2-TZVPD" relative_energy_ev=3.9074 homo_lumo_gap_ev="5.92 / 5.84" charge=0 homo_ha="-0.3165 / -0.3158" fmax_ha_per_bohr=0.0464
C -0.6186 -0.1863 -0.2283 -1.712 -1.029 -1.309
O -0.8852 0.9777 0.5059 0.166 0.849 0.659
Si -2.0062 2.0660 0.4370 0.408 0.647 -0.647
Cl -3.7645 1.5295 1.1430 -0.320 0.392 0.224
Br -0.9536 4.0173 0.8656 -1.212 -1.221 -0.419
Br -3.4507 0.6727 -2.6622 0.756 0.680 1.239
H -0.1308 0.1252 -1.1125 0.863 0.248 -0.988
H -1.6087 -0.5968 -0.6504 1.536 -0.111 1.147
H 0.0653 -0.7925 0.3535 -0.483 -0.455 0.093


Record 3
19
Properties=species:S:1:pos:R:3:forces:R:3 method="wB97M-V/def2-TZVPD" relative_energy_ev=1.3981 homo_lumo_gap_ev=10.56 charge=0 homo_ha=-0.3525 smiles="CCC[C@@H](C)C=O" fmax_ha_per_bohr=0.0157
C -1.6169 0.6520 1.2274 0.117 -0.093 0.115
C -0.3048 -0.1860 1.3754 0.334 -0.248 -0.011
C 1.0829 -0.2742 0.5437 -0.228 -0.116 0.279
C 1.0438 -0.0525 -0.9965 -0.268 0.022 0.151
C 0.2607 -1.1410 -1.7167 -0.156 -0.034 0.023
C 0.3921 1.2907 -0.9316 -0.430 0.269 -0.340
O -0.7738 1.5080 -1.1441 0.512 0.274 -0.564
H -2.1800 0.3018 2.1005 -0.121 0.214 -0.099
H -1.5371 1.7422 1.3121 0.269 -0.292 -0.079
H -2.2357 0.4353 0.3491 0.434 -0.031 0.125
H 0.0023 0.0177 2.4086 0.191 -0.242 -0.175
H -0.6977 -1.2099 1.3767 0.290 0.042 0.068
H 1.4039 -1.2987 0.7421 0.168 0.034 -0.069
H 1.8907 0.3680 0.9353 -0.616 -0.032 0.207
H 2.0471 0.0666 -1.4492 -0.245 -0.096 0.560
H -0.1884 -0.7885 -2.6495 0.082 0.013 0.120
H 0.8998 -2.0034 -1.9456 -0.088 0.226 0.116
H -0.5452 -1.4871 -1.0661 -0.068 -0.020 -0.181
H 1.0565 2.0593 -0.4715 -0.177 0.111 -0.247


Look up the charge of the third one.
0